The following is a quantum chemistry calculation of a 2-piece molecular cluster, C2H5NO3 overall at a distorted geometry, from the Open Molecules 2025 dataset.

Results
frontier orbital gap	9.13	eV
strongest force on any atom	2.79	eV/Å
SMILES string	C=CO.O=NO
energy	-9783.44023	eV
total charge	0

Each line ends with the natural charge from an NBO analysis.
Geometry (Å):
O: -1.101 0.422 0.128  -0.605
O: -2.901 -0.574 -0.462  -0.242
O: 1.169 0.650 -0.365  -0.740
N: -2.439 -0.026 0.458  0.361
C: 2.007 -0.156 0.362  0.129
C: 3.229 -0.415 -0.087  -0.468
H: -1.075 1.118 0.804  0.489
H: 0.421 0.146 -0.790  0.505
H: 3.874 -1.101 0.461  0.203
H: 3.555 0.014 -1.011  0.208
H: 1.543 -0.560 1.268  0.159